# 1
The following is a DFT calculation (ωB97M-V/def2-TZVPD) of a structure of composition C11H8BrN3SSe4TeV.

Spin multiplicity = 4
Largest force on an atom = 0.465 eV Å⁻¹
Highest occupied orbital energy (spin up / spin down) = -1.0 / -1.0 eV
Total charge = -2
HOMO-LUMO gap (spin up / spin down) = 4.6 / 4.6 eV
LUMO level (spin up / spin down) = 3.64 / 3.64 eV

```
30
Properties=species:S:1:pos:R:3:forces:R:3:lowdin_charge:R:1
V -0.427 -0.730 0.492 -0.2566 -0.0745 -0.2133 0.0266
S -2.756 -0.758 -0.562 -0.0092 0.0622 0.1385 0.5285
C -1.765 -0.212 -1.873 0.0161 0.0521 0.0034 -0.7847
C -2.226 0.048 -3.172 -0.0145 0.0084 0.0071 -0.1203
C -1.335 0.484 -4.128 0.0264 -0.0004 0.0078 -0.1045
C 0.007 0.642 -3.798 -0.0167 0.0003 -0.0130 -0.0948
C 0.401 0.339 -2.509 0.0319 0.0116 0.0215 -0.2010
N -0.460 -0.049 -1.566 -0.0459 -0.0125 -0.1872 -0.0926
H -3.274 -0.105 -3.392 -0.0004 0.0033 0.0004 0.0869
H -1.679 0.689 -5.137 -0.0058 0.0003 0.0015 0.0911
H 0.744 0.949 -4.528 -0.0011 -0.0009 -0.0003 0.0905
H 1.440 0.400 -2.206 -0.0024 -0.0088 0.0092 -0.0031
Se 0.769 -2.985 -0.250 -0.1317 -0.1981 0.1965 -0.1433
Se 1.378 -2.990 -2.430 0.0968 -0.0314 -0.3367 -0.2314
Te 3.693 -0.060 -0.469 0.1735 0.0858 -0.1726 -0.0322
Se 2.069 -1.300 0.964 0.1711 0.0639 0.4281 -0.2338
Br -0.429 5.872 2.169 -0.0050 0.0150 0.0074 0.6953
C -0.444 4.025 1.725 0.0071 -0.0512 -0.0169 -0.6844
C -1.504 3.234 2.125 0.0128 0.0250 0.0137 -0.0988
C -1.471 1.895 1.772 -0.0429 -0.0270 -0.0034 -0.1073
N -0.474 1.358 1.070 0.0268 0.0768 0.0346 -0.0195
C 0.548 2.136 0.702 -0.0130 -0.0668 -0.0134 -0.1136
C 0.606 3.485 1.008 -0.0188 0.0599 0.0259 -0.0941
H -2.328 3.632 2.698 0.0003 -0.0022 0.0011 0.1005
H -2.267 1.220 2.059 0.0034 -0.0049 -0.0074 0.1042
H 1.358 1.652 0.158 -0.0052 0.0443 0.0004 0.0158
H 1.451 4.082 0.698 0.0137 -0.0251 -0.0126 0.1034
Se -1.843 -0.871 5.298 -0.0956 0.0532 0.3200 0.3185
C -1.303 -1.072 3.602 0.0288 -0.1172 -0.3874 -0.9558
N -0.981 -1.184 2.491 0.0560 0.0587 0.1471 -0.0462
```
Forces are in eV/Å.


# 2
The following is a DFT calculation (ωB97M-V/def2-TZVPD) of a cluster of 2 separate species, CH6N4S in total.

Largest force on an atom = 4.691 eV Å⁻¹
SMILES = [H]/N=C\[N+]([S-])=N\[H].N
Highest occupied orbital energy = -8.9 eV
Total charge = 0
HOMO-LUMO gap = 7.3 eV
LUMO level = -1.59 eV

```
12
Properties=species:S:1:pos:R:3:forces:R:3:lowdin_charge:R:1
H -1.249 1.639 0.296 1.0799 0.6912 -0.1090 -0.0218
N -1.256 1.165 -0.606 -2.6739 0.0852 -0.3934 0.1248
C -1.195 -0.054 -0.378 1.2293 0.7643 -0.9621 -0.3218
N -0.487 -0.541 0.767 -0.5476 1.7316 4.3247 -0.6458
S 0.079 0.775 1.723 0.2103 -0.9434 1.3042 0.6336
N -0.471 -1.728 1.122 -1.0791 -0.9807 -1.5321 0.1352
H -0.128 -1.818 2.071 0.6525 0.3403 0.1584 0.0643
H -1.289 -0.749 -1.125 -0.4565 -2.0214 -1.6784 0.0930
N 1.448 0.472 -0.959 -0.6080 0.9971 -2.2613 0.0417
H 1.199 0.284 -1.935 0.0029 -0.1590 1.0604 0.0445
H 0.954 0.115 -0.196 -0.1015 -0.3562 -0.0181 -0.1364
H 2.394 0.440 -0.781 2.2917 -0.1489 0.1068 -0.0114
```
Forces are in eV/Å.


# 3
The following is a DFT calculation (ωB97M-V/def2-TZVPD) of a structure of composition C36H53N4OP2Tc.

Spin multiplicity = 4
Largest force on an atom = 6.182 eV Å⁻¹
Highest occupied orbital energy (spin up / spin down) = -16.6 / -16.8 eV
Total charge = +3
HOMO-LUMO gap (spin up / spin down) = 8.3 / 5.7 eV
LUMO level (spin up / spin down) = -8.31 / -11.08 eV

```
97
Properties=species:S:1:pos:R:3:forces:R:3:lowdin_charge:R:1
C 1.837 -1.770 -1.682 0.3717 -1.1034 0.1511 -0.3098
C 1.714 0.354 -2.647 1.1201 -0.1216 -0.3750 -0.3639
C 2.773 -2.147 -2.627 0.3814 0.0072 -0.2324 0.0314
C 2.446 -0.068 -3.757 -0.2193 0.1322 0.3463 0.0158
C 3.071 -1.279 -3.681 0.1901 -1.3125 -0.0898 0.0266
H 3.255 -3.122 -2.514 -0.1753 0.3759 -0.2569 0.1482
H 2.607 0.619 -4.571 0.1935 0.1285 -0.0450 0.1417
H 3.778 -1.579 -4.440 0.0487 -0.0691 -0.0931 0.1399
N 1.337 -0.519 -1.672 -0.0731 0.0972 0.8584 -0.0208
P -0.252 -2.338 0.030 0.2489 -2.6225 0.0296 1.0904
P 0.778 2.192 -0.940 1.7786 2.4089 0.6818 1.1021
C 1.410 -2.798 -0.645 -0.0787 0.1399 0.0205 -0.2412
H 1.402 -3.824 -1.051 -0.1399 0.5778 -0.1994 0.0969
H 2.134 -2.899 0.180 -0.1151 0.5178 -0.1573 0.1080
C 1.670 1.774 -2.464 -5.6316 -1.2562 -0.9183 -0.1813
H 1.072 2.167 -3.288 1.1483 0.8540 -0.6506 0.0876
C -0.527 3.672 -0.927 -0.0198 -0.0225 -0.3999 -0.6214
C 2.506 2.990 -0.565 -0.1506 0.0744 0.7321 -0.6284
C -1.414 -3.250 -1.207 -0.1469 0.2446 -0.0439 -0.6349
C -0.300 -3.278 1.710 -0.1807 0.2264 0.2081 -0.6411
C -1.869 3.254 -0.311 -0.0375 -0.3976 0.0154 -0.0986
H -1.752 2.964 0.740 -0.0643 0.0975 -0.1461 0.0687
H -2.554 4.120 -0.351 0.3514 -0.3682 -0.0051 0.1130
H -2.337 2.425 -0.848 -0.0103 0.1748 0.0992 0.0502
C -0.054 4.872 -0.101 0.3748 0.0524 0.0946 -0.0708
H 0.112 4.590 0.945 -0.0359 0.1494 -0.2029 0.0880
H 0.847 5.342 -0.504 -0.2732 -0.0987 0.1639 0.0728
H -0.852 5.633 -0.112 0.2099 -0.3239 -0.0758 0.1145
C -0.758 4.083 -2.378 -0.2126 0.1491 -0.2692 -0.0771
H -1.505 4.892 -2.388 0.2197 -0.2096 -0.0536 0.1147
H 0.142 4.460 -2.877 -0.2685 -0.0570 0.1045 0.0800
H -1.170 3.252 -2.961 0.0451 0.1619 -0.0234 0.0608
C 2.612 3.466 0.871 0.4996 0.2932 0.5640 -0.0815
H 2.081 2.807 1.567 0.0578 0.1353 -0.0043 0.0661
H 3.672 3.440 1.155 -0.2474 0.1207 0.1084 0.1056
H 2.268 4.493 1.009 -0.0088 -0.2707 0.0532 0.0760
C 3.593 1.916 -0.770 -0.0603 -0.1412 -0.1930 -0.0750
H 3.429 1.057 -0.114 0.3018 0.0960 -0.0415 0.0665
H 3.639 1.555 -1.804 0.2129 0.1058 0.3064 0.0770
H 4.574 2.358 -0.578 -0.1386 -0.0393 0.2431 0.1171
C 2.724 4.129 -1.598 0.2029 0.1295 -0.2822 -0.0565
H 1.951 4.202 -2.374 0.2389 0.0536 0.3787 0.0543
H 2.805 5.113 -1.119 0.0475 -0.3433 -0.1007 0.1000
H 3.655 3.941 -2.151 -0.1460 0.1424 0.2175 0.1053
C -1.702 -3.151 2.326 -0.1782 -0.0671 0.1270 -0.0736
H -1.659 -3.476 3.378 0.0195 0.0849 -0.3347 0.1114
H -2.052 -2.110 2.316 0.0093 -0.2244 0.0571 0.0590
H -2.449 -3.782 1.828 0.2745 0.1656 0.1609 0.0765
C 0.691 -2.616 2.676 0.0986 0.1567 -0.0145 -0.0984
H 1.717 -2.624 2.290 -0.1017 0.0215 0.1536 0.0786
H 0.403 -1.589 2.926 0.0360 -0.1083 -0.0138 0.0594
H 0.690 -3.195 3.614 0.0136 0.2490 -0.3206 0.1115
C 0.105 -4.761 1.611 0.0046 -0.2049 -0.0943 -0.0600
H 0.380 -5.109 2.620 -0.0852 0.1763 -0.3243 0.1089
H -0.709 -5.413 1.275 0.3142 0.2672 0.0677 0.0751
H 0.982 -4.919 0.971 -0.1767 -0.0611 0.1484 0.0853
C -1.143 -2.759 -2.636 0.0250 0.1632 -0.2075 -0.0803
H -1.767 -3.344 -3.332 0.2873 0.1453 0.2590 0.1131
H -1.421 -1.719 -2.765 0.1042 -0.2074 -0.0666 0.0294
H -0.098 -2.873 -2.937 -0.1102 -0.1583 -0.0585 0.0819
C -2.864 -2.906 -0.850 -0.3131 -0.0516 -0.0168 -0.0811
H -3.016 -1.820 -0.844 -0.0766 -0.2806 0.0002 0.0395
H -3.526 -3.330 -1.621 0.1643 0.1158 0.1988 0.1104
H -3.185 -3.318 0.113 0.1009 0.1309 -0.3418 0.0707
C -1.228 -4.777 -1.261 -0.0267 -0.2350 0.2504 -0.0614
H -0.184 -5.071 -1.435 -0.2774 -0.0101 0.1053 0.0864
H -1.615 -5.304 -0.381 0.1559 0.2493 -0.2969 0.0781
H -1.802 -5.152 -2.123 0.1646 0.2005 0.2786 0.1085
Tc 0.036 0.068 -0.051 -3.2097 -0.0874 -0.8222 1.1106
C 1.467 0.029 1.142 4.8190 0.2129 3.7784 -0.3339
O 2.374 0.064 1.877 -3.0340 -0.2449 -2.3837 0.1626
N -1.768 0.141 -1.391 0.8090 1.1677 -5.2044 0.0616
C -1.817 0.411 -2.570 0.9851 -0.0232 6.1032 -0.1228
C -2.033 0.909 -3.836 -1.2255 0.2253 -3.3336 -0.2068
C -3.437 0.901 -4.106 -0.3649 -0.5322 -0.1112 -0.0055
C -1.179 1.168 -4.981 -0.8658 -0.3467 -0.2402 0.0164
C -3.978 0.972 -5.382 0.4691 0.4242 -0.0289 -0.0269
H -4.179 0.734 -3.323 0.5269 -0.0130 0.1467 0.1321
C -1.766 1.298 -6.267 0.2946 0.1501 0.5054 -0.0303
H -0.092 1.277 -4.928 -0.4319 -0.2709 0.2540 0.0953
C -3.146 1.188 -6.490 -0.5261 -0.2034 0.4560 -0.0032
H -5.057 0.862 -5.443 0.1877 0.1508 -0.3361 0.1281
H -1.158 1.485 -7.160 0.0920 -0.0362 0.6784 0.1283
H -3.591 1.268 -7.505 0.5626 -0.0938 0.8134 0.1443
N -4.084 1.362 4.626 0.7027 -0.1865 -0.5666 0.1942
C -3.215 1.061 3.635 -1.0284 0.1816 0.8257 -0.2753
C -1.835 1.276 3.796 1.0631 -0.0479 -0.5810 0.0284
C -0.958 0.989 2.764 -0.7350 0.0542 0.6090 -0.1213
N -1.361 0.443 1.580 0.2564 0.2403 -0.6099 -0.1230
C -2.709 0.241 1.421 -0.4356 0.3786 0.5121 -0.1478
C -3.647 0.541 2.399 0.6241 -0.3911 -1.0535 0.0298
H -3.748 1.723 5.507 -0.0759 -0.0311 -0.1010 0.1336
H -5.077 1.213 4.541 0.0983 -0.0215 -0.0779 0.1343
H -1.455 1.687 4.725 0.0421 -0.0085 -0.1406 0.1344
H 0.100 1.218 2.878 -0.2526 -0.1277 0.0417 0.1053
H -3.034 -0.121 0.445 0.1357 0.0328 0.5438 0.0766
H -4.702 0.371 2.186 0.2810 0.0415 0.0892 0.1356
```
Forces are in eV/Å.


# 4
The following is a DFT calculation (ωB97M-V/def2-TZVPD) of a structure of composition C19H27BN10SiTa.

Largest force on an atom = 0.486 eV Å⁻¹
Highest occupied orbital energy = -18.1 eV
Total charge = +3
HOMO-LUMO gap = 7.0 eV
LUMO level = -11.07 eV

```
59
Properties=species:S:1:pos:R:3:forces:R:3:lowdin_charge:R:1
Ta 0.233 -0.378 0.073 0.0950 -0.0547 0.1549 1.9473
C 4.490 0.365 -0.157 0.0534 -0.0360 -0.0114 0.0260
C 3.352 -0.252 -0.608 0.0245 0.0273 0.0871 -0.0902
N 2.269 0.201 0.083 0.0879 -0.1043 0.0784 -0.1414
N 2.743 1.099 1.004 -0.0273 0.1727 -0.2567 0.0030
C 4.060 1.203 0.872 0.0136 -0.0033 0.0683 0.0231
B 1.771 1.902 1.899 0.1379 -0.0166 0.1538 -0.4639
N 0.927 0.885 2.733 0.0343 -0.1065 -0.0378 0.0066
C 0.695 0.865 4.033 -0.0087 -0.0042 0.0705 0.0292
C -0.164 -0.198 4.345 0.0127 0.0061 0.0817 0.0319
C -0.421 -0.806 3.151 0.1252 0.0944 -0.0908 -0.0787
N 0.249 -0.156 2.141 -0.3159 -0.0232 0.1344 -0.1274
N 0.807 2.612 0.957 -0.0220 0.1344 -0.0974 -0.0202
C 0.556 3.907 0.762 -0.0249 0.0235 0.0214 0.0102
C -0.350 4.033 -0.281 -0.0289 0.0131 -0.0429 0.0097
C -0.605 2.737 -0.680 -0.0155 -0.0665 0.0385 -0.0974
N 0.095 1.863 0.077 -0.0527 0.0451 -0.2145 -0.1062
H 5.500 0.220 -0.502 -0.0120 0.0149 -0.0007 0.1328
H 3.245 -0.995 -1.381 0.0038 -0.0199 0.0306 0.1167
H 4.627 1.851 1.523 -0.0149 0.0024 -0.0072 0.1575
H 2.355 2.647 2.617 -0.0446 -0.0395 -0.0204 0.1417
H 1.150 1.598 4.682 0.0095 -0.0094 -0.0141 0.1607
H -0.526 -0.479 5.320 0.0025 0.0094 -0.0119 0.1356
H -1.019 -1.676 2.943 -0.0219 -0.0617 -0.0329 0.0913
H 1.028 4.661 1.374 0.0086 -0.0255 -0.0053 0.1542
H -0.757 4.942 -0.688 0.0026 -0.0096 0.0136 0.1272
H -1.254 2.389 -1.467 0.0102 0.0268 -0.0080 0.1098
N -1.549 -0.075 -3.786 0.1442 0.0382 -0.0881 0.1893
C -0.266 -0.020 -4.299 -0.0886 -0.0250 -0.0109 0.0183
C 0.575 -0.090 -3.238 -0.0949 -0.0137 0.1173 -0.0408
N -0.187 -0.188 -2.083 0.3271 0.0888 0.0003 -0.0489
C -1.461 -0.172 -2.460 -0.1109 -0.0900 -0.1063 -0.2686
C -2.443 -0.289 -1.405 -0.2101 -0.0603 -0.1403 -0.2738
N -1.979 -0.460 -0.168 0.1225 0.0742 0.3881 -0.0371
C -3.087 -0.522 0.663 0.0575 -0.0004 -0.0260 -0.0558
C -4.204 -0.399 -0.096 -0.0051 -0.0229 -0.0510 0.0171
N -3.775 -0.252 -1.399 -0.0492 0.0142 0.1348 0.1879
H -2.390 -0.055 -4.346 -0.0125 -0.0114 -0.0028 0.1956
H -0.072 0.060 -5.356 -0.0274 0.0096 0.0070 0.1522
H 1.651 -0.070 -3.225 -0.0058 0.0232 0.0036 0.1252
H -3.008 -0.647 1.729 0.0066 0.0218 -0.0114 0.1211
H -5.248 -0.406 0.171 0.0036 0.0118 -0.0275 0.1524
H -4.389 -0.122 -2.192 0.0002 -0.0251 -0.0184 0.1959
C -1.276 -3.745 -1.537 -0.1189 -0.0780 -0.1538 -0.1670
Si -0.146 -3.919 -0.075 0.0381 0.4731 -0.1047 0.4814
C -1.055 -3.896 1.536 -0.1198 -0.0397 0.1331 -0.1758
C 1.085 -5.274 -0.194 0.1656 -0.1804 -0.0480 -0.1541
C 0.998 -2.261 -0.162 0.1281 0.0479 -0.1610 -0.3935
H -1.740 -4.701 -1.792 -0.0118 0.0192 0.0200 0.0591
H -0.726 -3.413 -2.422 -0.0184 -0.0187 -0.0146 0.0398
H -2.086 -3.039 -1.330 -0.0060 -0.0299 -0.0212 0.0155
H -1.500 -4.876 1.729 -0.0092 0.0146 -0.0308 0.0640
H -1.879 -3.175 1.533 0.0089 -0.0098 0.0482 0.0167
H -0.381 -3.694 2.371 -0.0150 -0.0317 0.0273 0.0405
H 0.566 -6.236 -0.213 0.0107 0.0173 0.0048 0.0628
H 1.759 -5.281 0.666 -0.0111 -0.0086 -0.0096 0.0563
H 1.689 -5.208 -1.100 -0.0129 -0.0140 0.0040 0.0541
H 1.456 -2.408 -1.153 -0.0270 -0.1075 0.0428 0.0290
H 1.786 -2.469 0.579 -0.0908 -0.0757 0.0139 0.0520
```
Forces are in eV/Å.